This record from the OMol25 dataset describes a cluster of 2 separate species, C9H14BrN4 in total at a distorted geometry. The level of theory is ωB97M-V/def2-TZVPD.

```
28
Properties=species:S:1:pos:R:3:forces:R:3
H 2.06864 -2.29903 1.01199 0.06 -0.69 0.16
H -1.23028 -0.59501 1.38979 0.14 0.02 0.03
C -1.44019 0.47733 -1.37872 0.81 -1.10 1.25
Br 2.96983 0.35597 0.91818 0.05 0.37 -0.11
H -2.79256 1.81447 0.99436 -1.38 1.81 -1.69
H 3.55174 -1.83303 -1.94937 0.29 0.72 -0.39
C -0.91923 1.96810 1.84604 -1.00 -1.27 -2.36
C 0.00604 0.07051 -0.78214 0.92 1.01 -0.49
H -2.97785 -0.79885 1.50079 1.11 1.23 -0.27
H -2.95370 1.43498 2.63656 0.78 -0.30 -0.06
H 3.85336 -2.73476 0.75157 -2.12 0.63 -1.28
H 2.46290 -3.05629 -0.52223 -0.03 -0.81 -0.51
C 2.82952 -2.41359 0.24151 0.98 0.73 2.02
H -3.30682 0.45412 -0.46228 -0.42 -0.40 -0.55
H -2.68539 -1.25890 -0.62453 0.82 2.05 -0.12
N -1.47249 1.18159 -2.40856 -0.52 -0.60 -0.84
C -2.29280 1.34899 1.76113 1.20 -1.85 0.30
N 0.66567 -0.91475 -1.04201 0.36 -0.43 0.67
H 0.59470 2.10274 -1.06306 -0.63 0.20 0.04
H -2.35315 1.19869 -2.95487 0.22 0.23 0.81
C 0.16556 1.47782 -0.27691 1.75 -0.26 -0.88
C 2.92873 -1.03343 -0.29896 0.96 0.42 -2.40
N -0.15652 1.98086 0.82583 -0.80 0.16 1.17
H -0.47114 2.36524 2.67251 0.68 0.94 2.54
N 3.52928 -0.91369 -1.50631 -0.36 -0.76 1.21
C -2.39736 -0.15139 -0.38725 -2.46 -0.94 -1.47
H 3.98119 -0.11999 -1.98266 -0.79 -0.45 0.78
C -2.15767 -0.10869 1.08962 -0.62 -0.68 2.44
```
Positions in Å, forces in eV/Å.

## Properties
Total charge: +1
Relative energy (zero: lowest compared OMol25 entry of this formula, charge and spin), kJ/mol: 341.8
Kohn-Sham gap (alpha / beta), Ha: 0.244 / 0.243
Molar mass, g mol⁻¹: 258.1
Maximum force, eV/A: 3.02